Density functional theory data (ωB97M-V/def2-TZVPD) for a molecular structure, C59H76ClCsN7O4PS in a non-equilibrium geometry.

Summary:
electronic energy: -4198.09358 hartree
charge: -2
highest occupied orbital energy: -2.23 eV
E_LUMO: 0.1315 Ha

Cartesian coordinates (Å):
Cs: 0.4354 -0.0319 -1.3059
O: 0.0197 2.2953 -0.7065
C: -0.1786 3.2937 -1.5711
C: 0.7032 4.5874 -1.3095
C: 2.0308 4.3876 -0.6285
C: 2.4665 5.3902 0.2378
C: 3.6805 5.2505 0.8849
C: 4.3957 4.0860 0.6948
C: 3.8944 3.1085 -0.1725
C: 4.7173 1.8389 -0.2753
C: 4.2565 0.5891 -1.0968
O: 3.1447 -0.0201 -0.6141
C: 5.5311 -0.3276 -0.9145
C: 6.6473 -0.3222 -1.7533
C: 7.7530 -1.1220 -1.4794
C: 7.7776 -1.9243 -0.3450
C: 6.6798 -1.9210 0.5078
C: 5.5697 -1.1377 0.2158
C: 4.1915 0.8939 -2.6086
C: 3.7698 -0.1457 -3.4395
C: 3.8148 -0.0186 -4.8214
C: 4.2999 1.1477 -5.4028
C: 4.7004 2.1951 -4.5863
C: 4.6337 2.0733 -3.2008
N: 2.7580 3.2807 -0.8498
C: 0.0268 2.8283 -3.0503
C: 1.1992 3.0467 -3.7675
C: 1.2996 2.6613 -5.1018
C: 0.2593 1.9874 -5.7242
C: -0.8895 1.7024 -4.9991
C: -1.0059 2.1322 -3.6849
C: -1.6414 3.8511 -1.5360
C: -2.5555 3.2426 -0.6853
C: -3.8846 3.6595 -0.6530
C: -4.3156 4.7017 -1.4650
C: -3.4040 5.3214 -2.3163
C: -2.0831 4.8929 -2.3541
H: 0.1220 5.2570 -0.6755
H: 0.8605 5.1090 -2.2606
H: 1.8567 6.2727 0.3883
H: 4.0539 6.0281 1.5412
H: 5.3361 3.9170 1.2080
H: 4.8248 1.4664 0.7491
H: 5.7256 2.1228 -0.5962
H: 6.6496 0.3074 -2.6368
H: 8.6059 -1.1095 -2.1510
H: 8.6389 -2.5458 -0.1304
H: 6.6857 -2.5365 1.4020
H: 4.6917 -1.1362 0.8537
H: 3.4390 -1.0726 -2.9849
H: 3.4904 -0.8461 -5.4435
H: 4.3471 1.2473 -6.4819
H: 5.0590 3.1204 -5.0265
H: 4.9483 2.9124 -2.5908
H: 2.0476 3.5184 -3.2854
H: 2.1970 2.8912 -5.6560
H: 0.3488 1.6798 -6.7603
H: -1.7095 1.1661 -5.4638
H: -1.9254 1.9412 -3.1412
H: -2.1990 2.4141 -0.0781
H: -4.5919 3.1560 0.0001
H: -5.3510 5.0241 -1.4448
H: -3.7290 6.1329 -2.9595
H: -1.3899 5.3640 -3.0456
C: 2.5872 1.6230 2.7846
C: 1.4988 2.6765 2.5281
N: 0.1076 2.2598 2.6738
C: -0.2819 1.4974 3.8517
C: -0.7481 0.0497 3.6249
N: 0.1701 -0.8991 3.0149
C: 1.4470 -1.1166 3.6807
C: 2.6067 -0.8222 2.7035
N: 2.3527 0.4165 2.0285
H: 2.5923 1.3733 3.8513
H: 3.5638 2.0860 2.5760
H: 1.5950 3.0377 1.5045
H: 1.6981 3.5246 3.1995
H: -0.2243 1.8531 1.8038
H: -1.1370 1.9940 4.3357
H: 0.5258 1.5185 4.5901
H: -1.6289 0.0770 2.9759
H: -1.0646 -0.3415 4.6009
H: 0.3771 -0.5548 2.0854
H: 1.5209 -2.1559 4.0259
H: 1.5366 -0.4793 4.5676
H: 2.6275 -1.6150 1.9472
H: 3.5603 -0.8560 3.2541
H: 2.6854 0.4342 1.0504
C: -1.5321 -7.4000 0.4602
C: -0.4987 -6.3587 0.1037
C: -0.4437 -5.8286 -1.1824
C: 0.4549 -4.8232 -1.5083
C: 1.2998 -4.3217 -0.5337
C: 1.2587 -4.8340 0.7560
C: 0.3771 -5.8620 1.0643
S: 2.4029 -2.9508 -0.9893
C: 3.8793 -3.8410 -0.3975
O: 2.5018 -3.0135 -2.4752
H: -1.6090 -8.1660 -0.3143
H: -2.5155 -6.9316 0.5594
H: -1.2922 -7.8873 1.4071
H: -1.1448 -6.1779 -1.9349
H: 0.4879 -4.4008 -2.5029
H: 1.8992 -4.4284 1.5337
H: 0.3587 -6.2716 2.0697
H: 3.7837 -4.8912 -0.6693
H: 3.9861 -3.7139 0.6831
H: 4.7254 -3.3816 -0.9067
O: -2.8084 0.0818 0.5632
P: -3.9911 -0.6254 1.0917
N: -3.8087 -2.1400 1.7825
C: -2.7440 -3.0362 1.2410
C: -2.0402 -3.5720 2.4815
C: -3.1664 -3.6313 3.5154
C: -3.9584 -2.3557 3.2385
N: -5.1710 -0.8055 -0.0882
C: -4.7468 -0.7067 -1.5101
C: -4.9973 -2.1025 -2.0642
C: -6.2903 -2.5220 -1.3577
C: -6.2028 -1.8542 0.0296
N: -4.7082 0.2651 2.3168
C: -4.1364 1.5858 2.6692
C: -5.2774 2.3023 3.4115
C: -6.2280 1.1685 3.8161
C: -6.1316 0.2409 2.6126
H: -2.0842 -2.5011 0.5578
H: -3.2012 -3.8534 0.6697
H: -1.2664 -2.8710 2.7966
H: -1.5901 -4.5458 2.2961
H: -2.8094 -3.6556 4.5470
H: -3.7919 -4.5146 3.3468
H: -3.5507 -1.5201 3.8113
H: -5.0130 -2.4636 3.5124
H: -3.6996 -0.4147 -1.5814
H: -5.3643 0.0398 -2.0248
H: -4.1503 -2.7361 -1.7920
H: -5.0836 -2.1053 -3.1523
H: -6.4020 -3.6046 -1.2783
H: -7.1565 -2.1334 -1.9014
H: -5.9152 -2.5709 0.8020
H: -7.1657 -1.4183 0.3153
H: -3.8016 2.1375 1.7902
H: -3.2634 1.4584 3.3127
H: -5.7930 2.9935 2.7407
H: -4.9056 2.8717 4.2634
H: -7.2488 1.5015 4.0171
H: -5.8418 0.6544 4.7006
H: -6.7342 0.6362 1.7799
H: -6.4777 -0.7749 2.8223
Cl: -1.3619 -2.2757 -2.0341

---

Density functional theory data (ωB97M-V/def2-TZVPD) for 9 unconnected molecules or ions with the total composition C34H53BF2IN3O26P in a non-equilibrium geometry.

Summary:
electronic energy: -4311.36458 hartree
charge: +1
highest occupied orbital energy: -9.89 eV
E_LUMO: -0.1178 Ha

Cartesian coordinates (Å):
C: 7.5621 -0.0515 1.0824
C: 6.1388 -0.4281 1.5651
I: 5.9767 0.0170 3.6737
C: 5.0522 0.3728 0.8047
N: 3.8996 -0.4290 0.2818
C: 3.2597 -1.3526 1.2984
C: 1.7692 -1.6325 0.9890
P: 1.0200 -2.7460 2.3111
C: 2.0027 -4.2943 2.3421
C: 1.3444 -1.9745 3.9644
C: 0.9637 -0.3011 0.8863
F: 0.0452 -0.0910 1.8888
N: 1.9231 0.8114 0.8550
C: 1.3950 2.1831 0.9062
B: 1.3709 2.7729 2.3908
O: 1.5273 1.8969 3.4479
O: 1.1570 4.1409 2.5449
C: 2.8825 0.4737 -0.0686
N: 2.9213 0.8642 -1.3199
F: 2.0015 1.7126 -1.8152
H: 7.5498 0.2787 0.0396
H: 8.0331 0.7066 1.7184
H: 8.2077 -0.9400 1.1267
H: 6.0227 -1.5061 1.4432
H: 4.6659 1.1852 1.4380
H: 5.5551 0.8113 -0.0672
H: 3.3567 -0.8799 2.2861
H: 3.8292 -2.2839 1.3415
H: 1.6675 -2.1855 0.0475
H: 3.0801 -4.1760 2.2067
H: 1.8523 -4.6993 3.3533
H: 1.5687 -5.0125 1.6437
H: 2.1060 -1.1874 3.9735
H: 1.5546 -2.7540 4.7037
H: 0.4016 -1.4977 4.2657
H: 0.4188 -0.3142 -0.0747
H: 1.9982 2.8584 0.2824
H: 0.3778 2.2303 0.4797
H: 2.1626 2.2259 4.0918
H: 1.9242 4.5757 2.9270
H: 3.6534 0.5599 -1.9648
C: -2.4848 -0.0767 4.1370
C: -3.8334 -0.4862 3.5810
O: -4.1304 -1.6578 4.3419
C: -3.4358 -1.6017 5.5053
O: -3.5873 -2.3363 6.4212
O: -2.5385 -0.5824 5.4714
H: -2.3295 0.9998 4.1462
H: -1.6560 -0.5566 3.6135
H: -4.6065 0.2618 3.7669
H: -3.8104 -0.7201 2.5192
C: 8.3109 -5.3469 3.0569
C: 8.5941 -3.8793 3.3121
O: 7.4088 -3.2575 2.7935
C: 6.4121 -4.1621 2.8065
O: 5.2714 -3.8903 2.5804
O: 6.8766 -5.3912 3.0941
H: 8.7286 -6.0069 3.8115
H: 8.6437 -5.6725 2.0703
H: 8.6726 -3.6461 4.3746
H: 9.4759 -3.5083 2.7973
C: -0.5201 -3.4140 -2.2756
C: -1.8716 -4.0649 -2.1033
O: -1.5664 -5.1925 -1.2643
C: -0.4469 -4.9027 -0.5752
O: -0.0345 -5.5235 0.3463
O: 0.1538 -3.7812 -1.0665
H: -0.5734 -2.3338 -2.3645
H: 0.0279 -3.8226 -3.1283
H: -2.5901 -3.4347 -1.5837
H: -2.3026 -4.3887 -3.0459
C: -1.4195 1.5884 -1.6982
C: -2.8678 1.7287 -1.2868
O: -3.4957 0.6940 -2.0556
C: -2.5813 -0.2385 -2.3514
O: -2.8265 -1.3130 -2.8036
O: -1.3300 0.1909 -2.0320
H: -0.7206 1.8324 -0.9017
H: -1.1789 2.1819 -2.5808
H: -3.0365 1.5237 -0.2274
H: -3.2904 2.6954 -1.5339
C: -8.3344 2.0024 -1.2606
C: -7.1485 1.1562 -1.6698
O: -6.0550 1.8665 -1.0681
C: -6.5352 2.5873 -0.0320
O: -5.8462 3.1441 0.7656
O: -7.8805 2.5835 -0.0253
H: -9.2395 1.4246 -1.1033
H: -8.5423 2.8014 -1.9709
H: -7.1854 0.1498 -1.2503
H: -7.0186 1.0900 -2.7454
C: 4.2656 -1.9354 -4.1312
C: 5.4920 -2.8089 -4.3096
O: 6.5298 -2.0004 -3.7319
C: 5.9726 -1.1499 -2.8600
O: 6.5557 -0.4577 -2.0884
O: 4.6186 -1.1745 -2.9630
H: 3.3526 -2.4981 -3.9568
H: 4.1147 -1.2490 -4.9654
H: 5.4264 -3.7426 -3.7501
H: 5.7194 -3.0276 -5.3486
C: -0.2401 5.7218 -0.1622
C: -1.5817 5.9991 0.4854
O: -2.4805 5.8621 -0.6191
C: -1.9043 5.0821 -1.5523
O: -2.4661 4.6441 -2.5042
O: -0.6002 4.8514 -1.2461
H: 0.4649 5.2285 0.5028
H: 0.2212 6.6201 -0.5746
H: -1.8436 5.2597 1.2445
H: -1.6595 6.9938 0.9145
C: -10.5771 3.9258 -6.0303
C: -10.6714 4.4733 -4.6207
O: -10.5005 3.2918 -3.8277
C: -9.8365 2.3758 -4.5692
O: -9.3990 1.3553 -4.1424
O: -9.7386 2.7776 -5.8526
H: -10.1248 4.6180 -6.7348
H: -11.5426 3.5969 -6.4173
H: -9.8651 5.1709 -4.3883
H: -11.6261 4.9418 -4.3995

---

Density functional theory data (ωB97M-V/def2-TZVPD) for a single C8H10BrN molecule in a non-equilibrium geometry.

Summary:
electronic energy: -2939.53547 hartree
highest occupied orbital energy: -9.06 eV
structure (SMILES): C[C@H](NBr)c1ccccc1
E_LUMO: 0.0301 Ha

Cartesian coordinates (Å):
C: -1.5709 -2.3545 -0.2492
C: -1.3397 -1.9177 1.0574
C: -1.0374 -1.6621 -1.3480
C: -0.5868 -0.7367 1.2422
C: -0.3449 -0.5379 -1.1439
C: -0.1274 -0.0609 0.1269
C: 0.1214 2.5086 -0.0371
C: 0.6926 1.1434 0.4260
N: 2.0843 1.0056 -0.4020
Br: 3.0298 -0.3631 0.2643
H: -2.1585 -3.2207 -0.4752
H: -1.4960 -2.6465 1.8974
H: -1.0484 -2.1138 -2.3449
H: -0.2692 -0.4976 2.1787
H: 0.2390 -0.1001 -1.9341
H: -0.1397 2.5523 -1.1930
H: -0.6881 2.8165 0.6118
H: 1.1103 3.1039 0.1178
H: 0.9736 1.2364 1.3954
H: 2.5562 1.8449 -0.1907

---

Density functional theory data (ωB97M-V/def2-TZVPD) for a molecular structure, CuI in a non-equilibrium geometry.

Summary:
spin multiplicity: 2
electronic energy: -1937.77701 hartree
charge: +1
highest occupied orbital energy (spin up / spin down): -16.22 / -15.93 eV
<S²>: 0.755
E_LUMO (spin up / spin down): -0.2267 / -0.3408 Ha

Cartesian coordinates (Å):
Cu: -0.8729 -0.0157 0.4563
I: 0.8729 0.0157 -0.4563

---

Density functional theory data (ωB97M-V/def2-TZVPD) for 2 unconnected molecules or ions with the total composition C3H6N2O2 in a non-equilibrium geometry.

Summary:
electronic energy: -377.79383 hartree
highest occupied orbital energy: -7.85 eV
E_LUMO: 0.0357 Ha

Cartesian coordinates (Å):
N: -1.2131 0.1985 0.4918
C: -1.7217 -1.6943 0.8567
N: 2.4002 0.2789 -0.3573
C: 0.1974 0.2952 0.6067
C: 1.0233 0.3823 -0.4344
O: -1.7309 0.4385 -0.7771
O: -2.0939 -2.0480 -0.1875
H: -2.0047 -0.4534 -1.1048
H: -1.7101 0.7674 1.1759
H: 2.9121 0.8195 -1.0343
H: 2.7737 0.3536 0.5779
H: 0.5359 0.1782 1.6218
H: 0.6320 0.4836 -1.4354